Formula: C4H7NO
Source: the OMol25 dataset
Level of theory: ωB97M-V with the def2-TZVPD basis set

Output
* LUMO (alpha / beta): -0.02524 / -0.02524 Ha
* E_tot: -286.39005 Eh
* HOMO-LUMO gap (alpha / beta): 8.2680 / 8.2670 eV
* 2S+1: 1

Each atom is followed by the atoms it is bonded to, with distances in Å.
Element x y z (Å)
1 O 1.18 -0.46 1.54  C2 1.393, H7 0.969
2 C 0.41 -0.15 0.41  O1 1.393, C3 1.535, C5 1.520, C6 1.539
3 C -0.47 -1.08 -0.42  C2 1.535, N4 1.501, H8 1.092, H9 1.094
4 N -1.03 0.22 -0.94  C3 1.501, C5 1.513, H12 1.044
5 C -0.78 0.79 0.44  C2 1.520, N4 1.513, H10 1.093, H11 1.096
6 C 1.28 0.47 -0.70  C2 1.539, H13 1.114
7 H 1.93 -0.99 1.23  O1 0.969
8 H 0.00 -1.71 -1.17  C3 1.092
9 H -1.27 -1.61 0.12  C3 1.094
10 H -0.60 1.86 0.52  C5 1.093
11 H -1.63 0.50 1.08  C5 1.096
12 H -0.33 0.58 -1.62  N4 1.044
13 H 1.29 1.56 -0.50  C6 1.114